The following is a DFT calculation (ωB97M-V with the def2-TZVPD basis set) of a 2-piece molecular cluster, C4H12 overall in a non-equilibrium geometry.

Last column: Mulliken charge in e.
Element x y z (Å)
C1 -1.958 -0.239 -0.834  -0.589
C2 -1.058 -1.545 -1.077  -0.783
H1 -2.925 -0.551 -0.349  0.290
H2 -1.280 0.481 -0.144  0.070
H3 -2.079 0.240 -1.751  0.255
H4 -0.977 -1.677 -2.136  0.325
H5 -1.465 -2.382 -0.511  0.274
H6 0.030 -1.405 -1.114  0.144
C3 1.662 0.877 0.196  -0.704
C4 1.304 0.860 1.716  -0.869
H7 2.560 1.544 0.354  0.282
H8 1.772 -0.041 -0.402  0.189
H9 0.828 1.319 -0.275  0.230
H10 0.610 0.090 2.031  0.304
H11 0.980 1.919 1.985  0.242
H12 2.246 0.738 2.304  0.339

Output
**Lowest unoccupied orbital energy**: 1.16 eV
**Relative energy (zero: lowest compared OMol25 entry of this formula, charge and spin)**: 35.5 kcal/mol
**SMILES**: CC.CC
**Frontier orbital gap**: 0.4481 Eh


The following is a DFT calculation (ωB97M-V with the def2-TZVPD basis set) of C31H33AsAuF6O3Sb2 as an isolated structure.

Last column: Mulliken charge in e.
Element x y z (Å)
Au1 -2.801 -0.271 -1.508  0.270
C1 -5.177 1.952 1.884  -1.298
C2 -4.574 0.720 1.280  0.519
C3 -4.963 -0.624 1.811  -1.290
O1 -4.514 0.713 -0.081  -0.553
C4 -2.688 0.698 1.784  0.084
O2 -2.589 1.090 2.901  -0.424
O3 -2.105 0.309 0.786  1.168
H1 -6.251 1.938 1.673  0.419
H2 -4.748 2.862 1.460  0.341
H3 -5.029 1.964 2.960  0.385
H4 -6.023 -0.777 1.584  0.435
H5 -4.826 -0.661 2.888  0.362
H6 -4.396 -1.426 1.336  0.252
H7 -4.530 1.623 -0.424  0.361
C5 -2.027 -0.378 -3.424  -1.632
C6 -0.548 -0.110 -3.509  0.274
C7 -0.097 1.183 -2.860  -1.158
Sb1 0.597 1.006 -0.771  1.820
C8 2.613 1.097 -1.299  0.773
C9 3.065 0.344 -2.391  -0.145
C10 4.395 0.419 -2.767  -0.749
C11 5.262 1.263 -2.076  -0.617
C12 4.809 2.028 -1.007  -0.755
C13 3.486 1.942 -0.604  -0.705
C14 0.863 1.476 1.272  1.211
C15 1.910 0.763 1.843  -0.828
C16 2.248 1.035 3.160  -0.710
C17 1.533 1.990 3.875  -0.864
C18 0.479 2.679 3.282  -0.524
C19 0.118 2.421 1.965  -0.751
Sb2 -0.511 -1.748 -0.377  0.766
C20 0.994 -2.719 -1.472  0.573
C21 2.309 -2.744 -0.990  -0.216
C22 3.277 -3.440 -1.694  -0.687
C23 2.937 -4.117 -2.864  -0.660
C24 1.629 -4.096 -3.343  -0.676
C25 0.654 -3.391 -2.655  -0.611
C26 0.044 -2.346 1.554  0.787
C27 -0.250 -1.611 2.706  -0.240
C28 0.045 -2.154 3.944  -0.812
C29 0.608 -3.425 4.038  -0.621
C30 0.887 -4.159 2.891  -0.728
C31 0.611 -3.626 1.642  -0.912
H8 -2.317 -1.348 -3.835  0.543
H9 -2.616 0.427 -3.883  0.602
H10 -0.303 -0.020 -4.578  0.658
H11 0.037 -0.967 -3.173  -0.425
H12 -0.859 1.950 -2.817  0.564
H13 0.826 1.580 -3.270  0.810
H14 2.394 -0.304 -2.946  0.184
H15 4.756 -0.169 -3.602  0.478
H16 6.300 1.333 -2.382  0.425
H17 5.487 2.695 -0.489  0.452
H18 3.138 2.538 0.229  0.553
H19 2.475 0.025 1.285  0.402
H20 3.073 0.503 3.621  0.514
H21 1.802 2.201 4.903  0.435
H22 -0.072 3.426 3.840  0.475
H23 -0.700 2.955 1.516  0.393
H24 2.577 -2.229 -0.076  0.357
H25 4.298 -3.462 -1.329  0.495
H26 3.697 -4.668 -3.405  0.443
H27 1.372 -4.631 -4.249  0.466
H28 -0.364 -3.379 -3.032  0.450
H29 -0.670 -0.620 2.650  0.263
H30 -0.165 -1.582 4.840  0.516
H31 0.831 -3.845 5.011  0.432
H32 1.318 -5.150 2.967  0.444
H33 0.831 -4.205 0.756  0.577
F1 -2.720 2.525 -1.723  -0.430
As1 -2.040 3.982 -0.999  2.013
F2 -1.420 4.383 -2.527  -0.461
F3 -0.449 2.985 -0.788  -0.945
F4 -1.213 5.237 -0.229  -0.446
F5 -2.532 3.340 0.518  -0.400
F6 -3.498 4.808 -1.208  -0.467

Output
**Charge**: +2
**Lowest unoccupied orbital energy (spin up / spin down)**: -6.57 / -9.67 eV
**Relative energy (zero: lowest compared OMol25 entry of this formula, charge and spin)**: 27.5 kcal/mol
**Multiplicity**: 4
**Frontier orbital gap (spin up / spin down)**: 0.2779 / 0.1840 Eh


The following is a DFT calculation (ωB97M-V with the def2-TZVPD basis set) of C19H25ClIrN2 as an isolated structure in a non-equilibrium geometry.

Last column: Mulliken charge in e.
Element x y z (Å)
C1 0.043 0.297 -6.023  0.945
C2 1.397 0.742 -5.695  -1.228
C3 -0.207 -1.124 -6.315  -1.247
C4 -1.097 1.201 -5.853  -1.245
Cl1 -0.686 -1.422 -1.914  -0.296
H1 -0.196 -1.269 -7.406  0.313
H2 -1.191 -1.506 -5.983  0.303
H3 0.563 -1.814 -5.924  0.310
H4 1.881 1.097 -6.613  0.282
H5 2.054 -0.057 -5.311  0.311
H6 1.425 1.602 -5.009  0.331
H7 -1.332 1.652 -6.824  0.290
H8 -0.891 2.053 -5.187  0.333
H9 -2.033 0.712 -5.529  0.314
C5 0.924 -1.590 1.561  -0.676
C6 0.804 -2.763 0.720  -0.934
C7 1.687 -2.550 -0.404  -0.476
H10 0.202 -3.638 0.951  0.484
C8 2.140 -1.231 -0.385  -0.720
C9 1.595 -0.553 0.777  -0.071
H11 1.739 0.467 1.120  0.657
H12 0.556 -1.468 2.562  0.954
H13 1.937 -3.320 -1.150  0.446
H14 2.796 -0.771 -1.134  0.484
C10 -1.670 0.519 0.921  -0.073
C11 -1.679 -0.735 1.668  -0.664
C12 -2.346 -1.719 0.858  -0.871
H15 -1.210 -0.892 2.634  0.931
C13 -3.050 -0.987 -0.173  -0.517
C14 -2.612 0.329 -0.162  -0.712
H16 -2.924 1.115 -0.854  0.484
H17 -1.142 1.416 1.247  0.648
H18 -2.362 -2.789 1.060  0.475
H19 -3.781 -1.433 -0.855  0.452
Ir1 -0.382 -1.003 0.189  1.045
N1 1.119 2.697 6.990  -0.278
C15 0.858 2.054 5.827  1.288
C16 1.856 1.317 5.157  -0.742
C17 1.504 0.565 4.042  -0.411
N2 0.232 0.470 3.620  0.048
C18 -0.705 1.265 4.161  -0.400
C19 -0.449 2.051 5.284  -0.735
H20 2.038 2.660 7.417  0.273
H21 0.404 3.175 7.506  0.266
H22 2.892 1.317 5.493  0.365
H23 2.256 -0.016 3.501  0.451
H24 -1.703 1.240 3.718  0.445
H25 -1.253 2.637 5.717  0.372

Output
**Charge**: +2
**Lowest unoccupied orbital energy (spin up / spin down)**: -6.59 / -10.69 eV
**Relative energy (zero: lowest compared OMol25 entry of this formula, charge and spin)**: 4.6 kcal/mol
**Multiplicity**: 6
**Frontier orbital gap (spin up / spin down)**: 0.1179 / 0.1573 Eh


The following is a DFT calculation (ωB97M-V with the def2-TZVPD basis set) of a 7-piece molecular cluster, C41H90F2N7O5S2 overall in a non-equilibrium geometry.

Last column: Mulliken charge in e.
Element x y z (Å)
C1 0.088 1.533 -0.296  1.007
C2 0.553 0.162 0.250  1.058
C3 0.570 0.174 1.794  -1.152
O1 -0.128 -0.967 -0.230  0.150
H1 0.678 2.353 0.113  -0.318
H2 -0.956 1.706 -0.033  -0.540
H3 0.101 1.695 -1.374  -0.435
H4 1.618 0.120 0.020  -0.137
H5 -0.379 0.248 2.325  0.200
H6 1.137 1.059 2.084  -0.051
H7 0.961 -0.779 2.152  0.392
C4 4.676 0.523 2.956  -0.812
C5 4.512 1.996 2.580  -0.544
N1 4.722 2.262 1.156  0.323
C6 5.900 1.977 0.424  -0.247
C7 5.634 2.329 -0.880  -0.511
N2 4.300 2.720 -1.005  0.171
C8 3.789 2.793 0.236  -0.481
C9 3.518 3.015 -2.204  -0.611
H8 5.699 0.179 2.802  0.452
H9 4.038 -0.138 2.370  -0.026
H10 4.376 0.357 3.991  0.416
H11 5.009 2.798 3.126  0.372
H12 3.451 2.187 2.744  0.187
H13 6.687 1.418 0.908  0.492
H14 6.146 2.177 -1.819  0.433
H15 2.818 3.147 0.549  0.534
H16 2.608 2.460 -1.976  0.125
H17 4.063 2.711 -3.098  0.318
H18 3.281 4.078 -2.232  0.338
C10 -4.216 0.787 0.627  -1.022
C11 -4.123 -0.304 1.633  -0.632
C12 -3.375 -1.481 1.081  0.141
N3 -2.983 -2.560 2.155  0.908
C13 -2.373 -1.948 3.367  -1.408
C14 -2.024 -3.534 1.546  0.406
C15 -2.818 -4.651 0.973  -0.722
C16 -3.847 -4.897 2.068  -0.748
C17 -4.210 -3.478 2.518  -0.653
H19 -3.299 1.181 0.188  0.039
H20 -4.814 1.652 0.912  0.526
H21 -4.869 0.357 -0.132  0.180
H22 -5.144 -0.449 1.984  0.359
H23 -3.646 0.129 2.512  0.315
H24 -2.487 -0.942 0.750  -0.716
H25 -3.831 -2.073 0.288  0.662
H26 -1.429 -1.457 3.130  -0.046
H27 -2.249 -2.756 4.089  0.843
H28 -3.045 -1.253 3.870  0.484
H29 -1.264 -3.839 2.265  0.401
H30 -1.407 -3.015 0.813  -0.810
H31 -2.213 -5.547 0.838  0.509
H32 -3.280 -4.422 0.013  0.221
H33 -3.332 -5.428 2.868  0.366
H34 -4.664 -5.432 1.583  0.415
H35 -4.426 -3.408 3.584  0.450
H36 -5.139 -2.991 2.222  0.383
C18 5.825 -3.386 2.159  -1.649
C19 4.579 -2.922 1.415  0.585
C20 4.334 -3.992 0.347  -1.050
N4 3.042 -3.791 -0.500  0.122
C21 2.941 -2.316 -0.937  -0.831
C22 1.714 -4.250 0.223  -0.546
C23 0.697 -4.494 -0.949  0.343
C24 1.508 -4.983 -2.137  -0.735
C25 3.002 -4.734 -1.709  -0.723
H37 5.739 -4.357 2.647  0.391
H38 6.150 -2.720 2.959  0.374
H39 6.599 -3.456 1.395  0.435
H40 4.784 -1.967 0.933  0.138
H41 3.744 -2.858 2.113  0.031
H42 4.297 -5.020 0.707  0.409
H43 5.040 -3.994 -0.484  0.517
H44 2.096 -2.306 -1.625  0.465
H45 3.808 -2.005 -1.518  0.340
H46 2.839 -1.723 -0.028  0.052
H47 1.425 -3.441 0.895  0.230
H48 1.930 -5.133 0.824  0.601
H49 0.212 -3.528 -1.084  -0.676
H50 -0.174 -5.109 -0.724  0.440
H51 1.169 -4.397 -2.991  0.329
H52 1.340 -6.030 -2.389  0.362
H53 3.621 -4.393 -2.539  0.424
H54 3.536 -5.639 -1.421  0.542
C26 0.147 1.911 -6.079  -1.307
C27 -0.972 0.853 -5.790  -0.245
C28 -1.523 0.976 -4.401  0.101
N5 -2.158 -0.368 -3.859  0.533
C29 -1.158 -1.462 -3.444  -1.148
C30 -3.294 -1.011 -4.730  -0.424
C31 -4.495 -1.328 -3.804  -1.044
C32 -4.005 -1.286 -2.347  -0.206
C33 -2.898 -0.151 -2.517  -0.415
H55 0.940 2.033 -5.342  0.281
H56 -0.292 2.903 -6.179  0.356
H57 0.794 1.594 -6.898  0.419
H58 -0.448 -0.103 -5.813  0.233
H59 -1.730 0.791 -6.571  0.408
H60 -2.357 1.676 -4.350  0.405
H61 -0.786 1.287 -3.660  -0.479
H62 -0.458 -1.077 -2.703  0.107
H63 -0.527 -1.761 -4.281  0.553
H64 -1.645 -2.397 -3.166  0.472
H65 -2.893 -1.844 -5.307  0.367
H66 -3.548 -0.229 -5.445  0.381
H67 -4.926 -2.300 -4.042  0.406
H68 -5.188 -0.528 -4.067  0.328
H69 -3.586 -2.187 -1.899  0.199
H70 -4.795 -0.960 -1.670  0.352
H71 -2.194 -0.030 -1.693  -0.257
H72 -3.357 0.837 -2.562  0.638
C34 -1.074 3.447 2.926  -1.382
C35 -1.739 4.062 1.673  0.565
C36 -0.860 4.990 0.922  -0.705
N6 -1.494 5.818 -0.280  0.268
C37 -2.482 6.899 0.296  -0.997
C38 -2.199 4.887 -1.277  -0.933
C39 -1.137 4.545 -2.310  1.159
C40 -0.304 5.807 -2.510  -0.705
C41 -0.426 6.554 -1.145  -0.601
H73 -1.812 2.809 3.412  0.446
H74 -0.650 4.225 3.562  0.443
H75 -0.237 2.780 2.720  -0.011
H76 -2.654 4.574 1.973  0.492
H77 -2.043 3.218 1.055  -0.494
H78 0.019 4.547 0.453  0.129
H79 -0.409 5.808 1.483  0.483
H80 -3.194 6.486 1.011  0.302
H81 -2.953 7.385 -0.559  0.444
H82 -1.793 7.637 0.706  0.463
H83 -2.973 5.460 -1.788  0.506
H84 -2.630 4.054 -0.721  0.350
H85 -1.682 4.188 -3.183  0.549
H86 -0.659 3.672 -1.863  -1.037
H87 -0.787 6.407 -3.282  0.336
H88 0.745 5.670 -2.773  0.281
H89 -0.656 7.607 -1.302  0.415
H90 0.528 6.615 -0.622  0.292
N7 1.560 -2.283 6.706  -0.488
S1 1.865 -1.925 5.305  1.343
O2 2.415 -0.609 5.018  -0.635
O3 1.257 -2.604 4.230  -0.451
F1 3.185 -2.827 5.347  -0.398
S2 -0.088 -1.956 6.525  1.148
O4 -1.052 -2.955 6.013  -0.617
O5 -0.364 -0.594 6.088  -0.569
F2 -0.634 -1.829 8.051  -0.275

Output
**Charge**: +4
**Lowest unoccupied orbital energy (spin up / spin down)**: -8.86 / -11.71 eV
**Multiplicity**: 2
**Frontier orbital gap (spin up / spin down)**: 0.2737 / 0.1690 Eh


| no. | calculated total energy (Ha) |
| --- | --- |
| 1 | -159.52837 |
| 2 | -4877.31621 |
| 3 | -1412.14805 |
| 4 | -3370.19507 |